(1)
Molecular formula: C3H7N2
Method: DFT, ωB97M-V/def2-TZVPD

Output
orbital gap = 0.36318 Ha
E_tot = -227.6594 Ha
largest force on an atom = 4.58 eV Å⁻¹
structure (SMILES) = [H]/N=C1/C[C@H]1[NH3+]
total charge = +1
energy relative to the best compared isomer or geometry (same formula, charge and spin) = 2.5842 eV

Structure (XYZ):
```
12
Properties=species:S:1:pos:R:3:mulliken_charge:R:1
C -1.22657 -0.01180 0.09359 0.52
C -0.58389 -1.22187 -0.40877 -0.44
C 0.21530 -0.24019 0.60115 -0.48
N -2.15654 0.78395 0.01711 -0.53
N 1.41188 0.58751 -0.10771 -0.47
H -0.94784 -2.20979 0.07448 0.27
H -0.21507 -1.22257 -1.51840 0.23
H 0.48453 -0.45301 1.55943 0.49
H -2.14712 1.56976 0.57170 0.27
H 1.21959 0.77272 -1.11204 0.38
H 2.36963 0.10276 -0.07279 0.38
H 1.57611 1.54253 0.30224 0.38
```

---

(2)
Molecular formula: C4H5N
Method: DFT, ωB97M-V/def2-TZVPD

Output
orbital gap = 0.38806 Ha
E_tot = -210.0221 Ha
largest force on an atom = 5.13 eV Å⁻¹
energy relative to the best compared isomer or geometry (same formula, charge and spin) = 3.8553 eV

Structure (XYZ):
```
10
Properties=species:S:1:pos:R:3:mulliken_charge:R:1
C 0.66972 0.43086 0.26374 0.08
C 0.24720 0.30178 -0.88714 -0.10
C 0.64788 -0.13781 3.04697 -0.17
C -0.16934 0.04528 -2.21699 -1.21
N -0.50839 -0.34148 3.28269 -0.19
H 1.12338 0.35661 1.21075 0.42
H 0.80008 0.05224 -2.94723 0.23
H -0.73057 -0.78656 -2.38198 0.33
H -0.68665 0.88498 -2.55158 0.32
H -1.39331 -0.80589 3.18079 0.29
```

---

(3)
Molecular formula: C8H6N2NiO4
Method: DFT, ωB97M-V/def2-TZVPD

Output
orbital gap (alpha / beta) = 0.29870 / 0.21164 Ha
E_tot = -2226.5060 Ha
largest force on an atom = 8.94 eV Å⁻¹
spin multiplicity = 3
⟨S²⟩ = 2.018
total charge = +2

Structure (XYZ):
```
21
Properties=species:S:1:pos:R:3:lowdin_spin:R:1
O 2.80351 1.01550 0.73262 0.00
C 1.64565 0.97440 0.73202 0.05
Ni -0.09791 0.39933 0.63359 0.75
O 0.92954 -1.58724 -2.98548 0.00
C 0.51416 -1.21984 -1.99461 0.00
C -0.38557 1.90916 -0.23697 0.07
O -0.61072 3.01068 -0.56108 0.01
C -1.79177 0.06109 -0.03390 0.05
O -2.72610 -0.19415 -0.67592 0.02
C -1.08742 -1.09956 3.09461 0.04
C -0.07151 -1.85467 2.33096 0.19
N 0.45634 -1.53618 1.15306 0.09
C 1.37924 -2.53967 0.81095 0.29
C 1.38164 -3.46053 1.84016 0.35
N 0.48202 -2.99016 2.77732 0.05
H -1.93160 -1.77473 3.30398 0.01
H -0.62700 -0.77180 4.03603 0.01
H -1.47253 -0.21678 2.55394 0.00
H 1.96160 -2.53383 -0.10171 0.01
H 1.90545 -4.38500 1.95803 0.01
H 0.27745 -3.34918 3.69895 0.00
```

---

(4)
Molecular formula: CH4O2P
Method: DFT, ωB97M-V/def2-TZVPD

Output
orbital gap = 0.25138 Ha
E_tot = -532.3059 Ha
largest force on an atom = 2.94 eV Å⁻¹
total charge = -1
energy relative to the best compared isomer or geometry (same formula, charge and spin) = 3.3690 eV

Structure (XYZ):
```
8
Properties=species:S:1:pos:R:3:mulliken_charge:R:1
C -0.25498 -0.32388 0.90518 -0.82
O -0.76320 2.28851 0.34437 -0.49
O 1.25044 -0.24671 -2.35840 -1.02
P -0.98087 0.99403 -0.33152 0.45
H -1.10376 -0.95984 0.97034 0.26
H -0.14491 0.19099 1.90235 0.26
H 0.76545 -0.72963 0.54204 0.22
H 1.23184 -1.21349 -1.97437 0.14
```